Here is a gas-phase ion, C3H8N5 (charge +1) in a non-equilibrium geometry from the OMol25 dataset. Energies are from wB97M-V/def2-TZVPD.

Structure (XYZ):
```
16
Properties=species:S:1:pos:R:3
H -2.645 -1.297 0.028
N -1.728 -1.673 0.094
C -0.704 -1.010 0.054
C 0.696 -1.523 0.092
C 1.782 -0.835 -0.225
N 1.810 0.561 -0.290
N 0.527 1.147 0.360
N -0.627 0.448 -0.171
N -1.690 1.418 -0.222
H 0.712 -2.612 0.188
H 2.748 -1.373 -0.443
H 2.531 0.850 0.279
H 0.522 1.114 1.342
H 0.442 2.210 0.098
H -2.591 0.824 0.031
H -1.784 1.750 -1.215
```

Calculated values
**HOMO level**: -13.98 eV
**Net charge**: +1
**LUMO energy**: -3.67 eV
**Structure (SMILES)**: [H]/N=C1/C=CN[NH2+]N1N
**ΔE to the lowest compared entry with this formula, charge and spin**: 107.8 kcal per mole
**Multiplicity**: 1

Here is a gas-phase ion, C3H8N5 (charge +1) in a non-equilibrium geometry from the OMol25 dataset. Energies are from wB97M-V/def2-TZVPD.

Structure (XYZ):
```
16
Properties=species:S:1:pos:R:3
C 1.339 -0.875 -0.794
C -1.002 -0.621 0.063
C 1.746 0.738 0.984
N -1.756 -1.068 0.997
N 0.124 -1.322 -0.320
N -1.061 0.568 -0.558
N 2.047 0.049 -0.160
N -2.043 1.381 -0.517
H 1.814 -1.421 -1.640
H 0.736 0.462 1.302
H 2.627 1.286 1.515
H -2.618 -0.575 1.215
H 0.018 -2.321 -0.394
H 2.924 0.407 -0.557
H -1.927 2.256 -0.834
H -2.967 1.056 -0.303
```

Calculated values
**HOMO level (alpha / beta)**: -11.19 / -11.00 eV
**Net charge**: +1
**LUMO energy (alpha / beta)**: -6.32 / -6.75 eV
**ΔE to the lowest compared entry with this formula, charge and spin**: 123.1 kcal per mole
**Multiplicity**: 1

Here is 2 unconnected molecules or ions with the total composition C3H8NO in a non-equilibrium geometry from the OMol25 dataset. Energies are from wB97M-V/def2-TZVPD.

Structure (XYZ):
```
13
Properties=species:S:1:pos:R:3
C -0.520 -2.720 -0.610
O -0.341 -1.399 -0.735
H -0.331 -3.126 -1.619
H -1.569 -3.104 -0.481
H 0.159 -3.261 0.008
C 0.834 2.736 0.336
C -0.007 1.577 0.201
N 0.060 0.440 0.986
H 1.435 3.001 1.280
H 0.595 3.523 -0.302
H -0.556 1.650 -0.840
H 1.020 0.397 1.506
H -0.288 -0.524 -0.141
```

Calculated values
**HOMO level**: -2.32 eV
**Net charge**: -1
**LUMO energy**: 4.25 eV
**ΔE to the lowest compared entry with this formula, charge and spin**: 44.3 kcal per mole
**Multiplicity**: 1

Here is a gas-phase ion, C3H8NO (charge -1) from the OMol25 dataset. Energies are from wB97M-V/def2-TZVPD.

Structure (XYZ):
```
13
Properties=species:S:1:pos:R:3
C -0.446 0.619 -1.306
C 0.397 -0.516 -0.759
N 0.960 -0.166 0.563
C -0.154 0.096 1.554
O -1.136 -0.793 1.556
H 0.111 1.546 -1.262
H -0.782 0.399 -2.320
H -1.336 0.668 -0.673
H -0.211 -1.420 -0.669
H 1.251 -0.726 -1.412
H 1.418 -1.021 0.884
H 0.387 0.179 2.526
H -0.458 1.134 1.316
```

Calculated values
**HOMO level**: -2.32 eV
**Net charge**: -1
**LUMO energy**: 4.52 eV
**Structure (SMILES)**: CCNC[O-]
**ΔE to the lowest compared entry with this formula, charge and spin**: 4.0 kcal per mole
**Multiplicity**: 1